{
  "formula": "C3H11NO2",
  "method": "ωB97M-V with the def2-TZVPD basis set",
  "symbols": ["O", "O", "N", "C", "C", "C", "H", "H", "H", "H", "H", "H", "H", "H", "H", "H", "H"],
  "xyz": [[-2.066, 0.170, 1.943], [2.718, -0.196, 0.451], [-0.040, -0.895, 0.596], [2.548, 0.756, -0.648], [-1.948, -0.432, -0.948], [-0.490, -0.084, -0.604], [2.099, -0.066, -1.445], [3.251, 0.411, 0.998], [-2.144, 0.159, -1.866], [-0.369, 0.983, -0.498], [-2.606, -0.124, -0.145], [-2.091, -1.498, -1.180], [-1.562, 0.635, 2.635], [2.306, 1.697, -0.051], [-0.731, -0.503, 1.348], [0.901, -0.505, 0.766], [0.222, -0.507, -1.351]],
  "nbo_charge": [-0.9766, -0.6120, -0.7528, 0.0176, -0.6210, -0.2161, 0.2709, 0.4951, 0.1907, 0.1704, 0.2702, 0.2086, 0.4194, 0.2269, 0.4072, 0.3320, 0.1694],
  "e_above_lowest_kj_mol": 871.1,
  "energy_ha": -325.79969,
  "spin_multiplicity": 1,
  "molar_mass_g_mol": 93.13,
  "homo_ev": -7.386,
  "max_force_ev_per_a": 6.38,
  "orbital_gap_ev": 3.388
}

{
  "formula": "C3H11NO2",
  "method": "ωB97M-V with the def2-TZVPD basis set",
  "symbols": ["O", "O", "N", "C", "C", "C", "H", "H", "H", "H", "H", "H", "H", "H", "H", "H", "H"],
  "xyz": [[0.856, 1.429, 0.356], [-0.243, 3.417, -0.917], [-0.482, -0.896, 1.586], [-0.367, -0.639, 0.156], [-0.600, -1.810, -0.780], [0.943, 0.115, -0.186], [-1.382, -1.304, 1.803], [1.073, 0.216, -1.250], [1.087, 1.347, 1.281], [-0.564, 2.943, -0.139], [-1.084, 0.166, -0.084], [-0.686, -1.514, -1.822], [0.693, 3.526, -0.728], [0.264, -2.497, -0.826], [-1.489, -2.452, -0.574], [1.782, -0.444, 0.264], [0.200, -1.603, 1.860]],
  "nbo_charge": [-0.7388, -0.9470, -0.8349, -0.0863, -0.6382, -0.0588, 0.3625, 0.1910, 0.4767, 0.4774, 0.1922, 0.2181, 0.4697, 0.2000, 0.2143, 0.1558, 0.3462],
  "e_above_lowest_kj_mol": 37.7,
  "energy_ha": -326.11712,
  "spin_multiplicity": 1,
  "molar_mass_g_mol": 93.13,
  "homo_ev": -9.847,
  "max_force_ev_per_a": 1.60,
  "orbital_gap_ev": 10.696,
  "smiles": "C[C@@H](N)CO.O"
}

{
  "formula": "C3H11NO2",
  "method": "ωB97M-V with the def2-TZVPD basis set",
  "symbols": ["O", "O", "N", "C", "C", "C", "H", "H", "H", "H", "H", "H", "H", "H", "H", "H", "H"],
  "xyz": [[-1.806, 3.287, -0.750], [-0.776, 0.560, 1.820], [0.733, -1.713, -0.652], [-0.711, -0.347, 0.745], [0.721, -0.590, 0.268], [2.006, -1.855, -1.340], [-0.001, -1.611, -1.334], [-0.890, 3.120, -0.498], [2.408, -0.881, -1.653], [-1.114, -1.330, 0.999], [-0.529, 0.101, 2.627], [1.101, 0.306, -0.239], [1.911, -2.408, -2.276], [-1.334, 0.014, -0.078], [-2.037, 4.036, -0.174], [2.719, -2.391, -0.748], [1.355, -0.867, 1.104]],
  "nbo_charge": [-0.9349, -0.7145, -0.6226, -0.0686, -0.2344, -0.4118, 0.3493, 0.4674, 0.1623, 0.1642, 0.4673, 0.1580, 0.1998, 0.1769, 0.4677, 0.1910, 0.1827],
  "e_above_lowest_kj_mol": 74.3,
  "energy_ha": -326.10317,
  "spin_multiplicity": 1,
  "molar_mass_g_mol": 93.13,
  "homo_ev": -9.000,
  "max_force_ev_per_a": 1.04,
  "orbital_gap_ev": 9.814,
  "smiles": "CNCCO.O"
}

{
  "formula": "C3H11NO2",
  "method": "ωB97M-V with the def2-TZVPD basis set",
  "symbols": ["O", "O", "N", "C", "C", "C", "H", "H", "H", "H", "H", "H", "H", "H", "H", "H", "H"],
  "xyz": [[-1.243, -0.227, 1.877], [0.335, 2.430, 1.545], [0.337, -0.834, -0.307], [-1.337, -0.702, -2.093], [1.705, -0.336, -0.175], [-0.418, -0.143, -1.300], [-0.104, 0.876, -1.406], [-2.285, -0.227, -2.374], [2.370, -0.591, -1.091], [0.066, 2.959, 2.263], [2.103, -0.529, 0.873], [1.587, 0.835, -0.185], [0.398, -1.852, -0.527], [0.029, 1.530, 1.506], [-1.134, -1.649, -2.578], [-1.413, -0.617, 2.768], [-0.993, -0.922, 1.203]],
  "nbo_charge": [-0.9888, -0.9842, -0.6402, -0.5345, -0.4452, 0.0244, 0.1954, 0.2162, 0.1937, 0.4773, 0.2182, 0.2160, 0.3708, 0.5037, 0.1963, 0.4770, 0.5041],
  "e_above_lowest_kj_mol": 205.4,
  "energy_ha": -326.05323,
  "spin_multiplicity": 1,
  "molar_mass_g_mol": 93.13,
  "homo_ev": -8.336,
  "max_force_ev_per_a": 2.76,
  "orbital_gap_ev": 9.135,
  "smiles": "C=CNC.O.O"
}

{
  "formula": "C3H11NO2",
  "method": "ωB97M-V with the def2-TZVPD basis set",
  "symbols": ["O", "O", "N", "C", "C", "C", "H", "H", "H", "H", "H", "H", "H", "H", "H", "H", "H"],
  "xyz": [[1.680, 0.477, -0.918], [-2.044, -0.254, -0.591], [3.376, -1.136, -0.398], [-2.295, 0.562, 1.695], [2.388, -0.701, -1.364], [-2.032, 0.911, 0.249], [2.907, -0.405, -2.275], [-1.031, 1.325, 0.132], [-2.581, -0.929, -0.157], [-2.771, 1.605, -0.164], [-2.497, 1.395, 2.365], [2.965, -1.129, 0.528], [4.087, -0.417, -0.450], [-1.402, 0.004, 1.993], [0.749, 0.281, -0.919], [-3.149, -0.103, 1.813], [1.651, -1.484, -1.539]],
  "nbo_charge": [-0.7548, -0.7323, -0.8291, -0.6436, 0.0812, -0.0601, 0.1599, 0.1713, 0.4647, 0.1629, 0.2258, 0.3587, 0.3547, 0.2114, 0.4737, 0.2001, 0.1553],
  "e_above_lowest_kj_mol": 68.2,
  "energy_ha": -326.10548,
  "spin_multiplicity": 1,
  "molar_mass_g_mol": 93.13,
  "homo_ev": -9.692,
  "max_force_ev_per_a": 1.00,
  "orbital_gap_ev": 10.540,
  "smiles": "CCO.NCO"
}

{
  "formula": "C3H11NO2",
  "method": "ωB97M-V with the def2-TZVPD basis set",
  "symbols": ["O", "O", "N", "C", "C", "C", "H", "H", "H", "H", "H", "H", "H", "H", "H", "H", "H"],
  "xyz": [[-2.107, -0.292, -1.499], [2.763, -0.160, -0.216], [-1.337, 0.150, 1.094], [0.301, 1.196, -0.298], [0.281, -1.358, 0.213], [0.063, 0.061, 0.744], [1.234, -1.450, -0.356], [-2.809, 0.277, -1.847], [-1.916, 0.002, 0.200], [-0.451, -1.431, -0.601], [0.046, 0.831, -1.290], [0.650, 0.111, 1.674], [3.718, -0.369, -0.147], [1.357, 1.475, -0.208], [-0.355, 2.024, 0.011], [0.082, -2.111, 0.977], [-1.521, 1.043, 1.547]],
  "nbo_charge": [-0.8532, -0.7662, -0.5273, -0.5647, -0.6301, -0.0657, 0.2878, 0.4391, 0.4248, 0.2647, 0.2596, 0.2423, 0.4327, 0.2710, 0.1944, 0.2187, 0.3722],
  "e_above_lowest_kj_mol": 847.1,
  "energy_ha": -325.80882,
  "spin_multiplicity": 1,
  "molar_mass_g_mol": 93.13,
  "homo_ev": -8.780,
  "max_force_ev_per_a": 1.90,
  "orbital_gap_ev": 3.633
}

{
  "formula": "C3H11NO2",
  "method": "ωB97M-V with the def2-TZVPD basis set",
  "symbols": ["O", "O", "N", "C", "C", "C", "H", "H", "H", "H", "H", "H", "H", "H", "H", "H", "H"],
  "xyz": [[-3.603, -2.384, 3.289], [0.693, -2.289, 0.688], [2.133, 1.002, -0.861], [-0.958, 1.155, -0.290], [-0.129, 0.879, -1.238], [1.149, 1.723, -1.572], [2.242, 1.354, 0.125], [-1.067, 2.194, 0.062], [1.574, -1.880, 0.345], [-2.785, -1.786, 3.362], [1.320, 1.521, -2.626], [-3.608, -2.762, 2.368], [1.209, 2.793, -1.451], [-0.119, -0.148, -1.857], [2.946, 1.370, -1.298], [0.836, -3.264, 0.864], [-1.832, 0.522, 0.092]],
  "nbo_charge": [-0.9526, -0.9625, -0.8116, -0.4319, -0.1635, -0.2603, 0.3523, 0.1895, 0.4892, 0.4779, 0.1856, 0.4748, 0.1782, 0.2099, 0.3457, 0.4731, 0.2062],
  "e_above_lowest_kj_mol": 206.8,
  "energy_ha": -326.05272,
  "spin_multiplicity": 1,
  "molar_mass_g_mol": 93.13,
  "homo_ev": -9.697,
  "max_force_ev_per_a": 4.20,
  "orbital_gap_ev": 10.425,
  "smiles": "C=CCN.O.O"
}

{
  "formula": "C3H11NO2",
  "method": "ωB97M-V with the def2-TZVPD basis set",
  "symbols": ["O", "O", "N", "C", "C", "C", "H", "H", "H", "H", "H", "H", "H", "H", "H", "H", "H"],
  "xyz": [[-1.766, 0.670, 2.831], [1.843, -0.884, 0.192], [-0.173, -0.293, -1.618], [0.277, 0.938, -2.302], [0.582, -0.708, 0.812], [-0.419, -0.004, -0.213], [-0.407, 1.843, -2.247], [0.410, -1.651, 1.168], [-1.311, -0.494, 0.031], [1.771, -1.096, -0.770], [0.955, 0.190, 1.431], [-0.808, -0.944, -1.906], [1.114, 1.543, -1.724], [-1.879, -0.059, 2.259], [-2.265, 1.322, 2.352], [0.855, 0.731, -3.257], [-0.487, 1.019, 0.025]],
  "nbo_charge": [-0.9164, -0.7536, -0.6643, -0.4454, -0.0927, -0.2461, 0.1822, 0.1772, 0.1693, 0.4724, 0.2040, 0.3803, 0.2061, 0.4575, 0.4613, 0.2193, 0.1889],
  "e_above_lowest_kj_mol": 253.0,
  "energy_ha": -326.03510,
  "spin_multiplicity": 1,
  "molar_mass_g_mol": 93.13,
  "homo_ev": -9.041,
  "max_force_ev_per_a": 6.74,
  "orbital_gap_ev": 9.701,
  "smiles": "CNCCO.O"
}

{
  "formula": "C3H11NO2",
  "method": "ωB97M-V with the def2-TZVPD basis set",
  "symbols": ["O", "O", "N", "C", "C", "C", "H", "H", "H", "H", "H", "H", "H", "H", "H", "H", "H"],
  "xyz": [[4.459, -1.885, 1.510], [-1.885, 1.887, -2.070], [0.461, -0.044, -1.199], [-2.235, 0.339, 1.459], [-1.542, -0.178, 0.368], [-0.012, -0.167, 0.248], [-2.031, 1.940, -1.189], [-2.997, -0.154, 1.969], [-1.809, 1.213, 2.051], [0.285, -1.089, 0.708], [-2.068, -0.593, -0.446], [4.916, -2.632, 1.861], [4.045, -2.068, 0.705], [0.553, 0.602, 0.614], [0.721, 0.957, -1.490], [-2.582, 2.480, -2.467], [-0.124, -0.328, -1.893]],
  "nbo_charge": [-0.9450, -0.9354, -0.8511, -0.4256, -0.1733, -0.2584, 0.4654, 0.1996, 0.1845, 0.2011, 0.1992, 0.4719, 0.4729, 0.2097, 0.3626, 0.4699, 0.3520],
  "e_above_lowest_kj_mol": 267.5,
  "energy_ha": -326.02960,
  "spin_multiplicity": 1,
  "molar_mass_g_mol": 93.13,
  "homo_ev": -8.757,
  "max_force_ev_per_a": 5.27,
  "orbital_gap_ev": 9.607,
  "smiles": "C=CCN.O.O"
}

{
  "formula": "C3H11NO2S",
  "method": "ωB97M-V with the def2-TZVPD basis set",
  "symbols": ["S", "O", "O", "N", "C", "C", "C", "H", "H", "H", "H", "H", "H", "H", "H", "H", "H", "H"],
  "xyz": [[1.656, -0.811, 0.317], [1.338, 1.573, -1.911], [-2.184, -1.640, -1.046], [-2.215, 0.380, 0.834], [-1.371, -0.581, -1.222], [-0.050, -0.845, 0.884], [-0.999, 0.100, 0.141], [-3.014, -0.137, 0.511], [-0.405, -0.879, -1.693], [4.272, 0.468, 2.526], [4.361, -0.070, 2.016], [-0.119, -0.517, 1.937], [-1.829, 0.221, -1.845], [-0.375, -1.887, 0.945], [-0.409, 0.981, -0.129], [-2.306, 1.097, 1.522], [2.097, 1.717, -2.478], [1.552, 0.829, -1.308]],
  "lowdin_spin": [0.0631, -0.0001, 0.6812, 0.0270, 0.0948, 0.0093, 0.0701, 0.0033, 0.0436, 0.0005, 0.0009, 0.0069, -0.0030, 0.0000, 0.0013, 0.0013, -0.0001, 0.0000],
  "e_above_lowest_kj_mol": 95.6,
  "energy_ha": -724.24830,
  "spin_multiplicity": 2,
  "molar_mass_g_mol": 125.19,
  "s2": 0.76,
  "homo_ev": [-2.947, -2.820],
  "max_force_ev_per_a": 1.57,
  "orbital_gap_ev": [6.802, 4.845],
  "total_charge": -1
}